[1]
Formula: C16H31Br8F3O2
Source: the OMol25 dataset
Level of theory: ωB97M-V/def2-TZVPD

The geometry in ORCA input format:
```
! wB97M-V def2-TZVPD RIJCOSX def2/J DEFGRID3
* xyz 0 1
C 2.95928 -2.51275 0.67191
C -1.73211 0.91284 0.54839
C 4.43445 1.71535 0.81938
H -0.64836 0.28578 -5.51990
C 1.04347 1.03668 -4.41635
C 2.92924 -0.22290 -0.18843
Br 2.90750 0.31659 -7.92580
H 1.30495 1.43959 0.33026
Br -0.95430 -2.76898 5.10561
H 4.02446 -2.63559 1.18077
H 1.22444 0.24165 -3.68743
H -1.23690 -0.35604 5.55864
H 1.70573 0.89423 -5.27474
C 4.10305 1.85743 -7.91309
C -2.72824 -1.28891 6.80351
H 1.10184 0.54237 -1.31447
H -2.00379 2.49863 2.22804
Br 1.62994 2.70579 -3.59550
Br 5.36961 1.37634 -5.38612
F 3.00484 0.21309 2.39882
H 6.18064 2.28754 -7.53546
H -8.48325 -3.18574 2.96134
C -2.60453 1.59725 1.75707
H 4.77014 -0.48678 1.30050
H 2.15985 -2.16281 1.46419
H -7.47146 -2.64972 1.59532
C -6.66054 -2.21794 3.58193
H -2.63212 -0.97669 4.63928
H -6.95843 -1.72079 4.50937
C -0.39719 1.12361 -4.86349
F -2.84894 0.64283 2.89888
Br -4.31220 -2.40832 6.59875
H 3.44100 0.33958 -1.10881
C -1.97917 -1.15673 5.49798
H 3.82504 2.21090 -0.05165
H -2.12845 -1.72801 7.60570
O 2.95851 -1.65500 -0.52286
Br -5.23192 -1.14796 2.79573
H -3.68490 1.96425 1.40880
F 0.07965 0.68993 2.44955
H 2.67781 -3.60862 0.29102
C 5.45060 1.49943 -7.33091
O 0.39054 -0.60106 0.34109
C 3.80602 0.19797 1.13620
H 5.84132 0.54515 -7.69526
C 1.36826 0.37765 -0.16235
C -0.55509 -0.00799 1.29907
H 4.39068 2.42254 1.75555
H 3.59141 2.65391 -7.36540
H -1.15930 -0.92205 1.77314
H -6.19636 -3.17837 3.82286
H 4.20149 2.14923 -8.96232
H -3.10780 -0.31679 7.13037
C -7.80135 -2.40674 2.60936
H -2.45732 0.12221 0.02491
H -0.63841 2.06183 -5.37105
H 5.54249 1.57083 0.40312
Br -1.61722 0.96486 -3.35012
Br -8.89430 -0.79650 2.48187
H -1.29434 1.66192 -0.23678
*
```

Values from the calculation:
Structure (SMILES): CO[C@@H](CO[C@@H](F)CCF)[C@@H](C)F.BrCCBr.BrCCBr.BrCCBr.BrCCBr
LUMO level: 0.0144 Eh


[2]
Formula: C12H11Cl2GaN2O4S
Source: the OMol25 dataset
Level of theory: ωB97M-V/def2-TZVPD

The geometry in ORCA input format:
```
! wB97M-V def2-TZVPD RIJCOSX def2/J DEFGRID3
* xyz -2 1
H -3.50510 -2.13506 2.75065
H -2.11300 0.02724 2.83995
C -3.61630 -0.96716 0.93975
C -1.28900 0.19284 -2.49695
C 2.52420 2.92284 -0.67995
H -2.38510 -2.66426 1.46025
H -0.65560 0.95194 -2.94885
C 0.19660 2.34774 -0.22035
H -1.29960 -1.42636 3.48765
S -0.81600 -4.92746 -1.72555
O -4.82910 -0.87536 1.11175
C 3.81900 2.53994 -0.90725
C -0.86980 -3.42496 -1.19415
C 1.51440 1.95124 -0.48925
C -2.81400 -1.80186 1.97315
Cl 3.66350 -1.42606 -0.85065
C 1.84960 0.54584 -0.58885
C -1.69880 -0.95126 2.56655
N -0.65750 -0.74536 1.58385
H 0.00990 -0.04146 1.88515
H -2.05280 -0.15886 -3.18175
O 0.98740 -0.39086 -0.47705
C 4.20240 1.20544 -0.96805
C 3.20760 0.25114 -0.80365
H 5.22930 0.91534 -1.12445
Cl 5.04730 3.76554 -1.13775
H -0.14090 -1.60386 1.40015
H 2.24980 3.96824 -0.63735
N -0.92010 -2.35856 -0.71205
O -2.96560 -0.42176 0.00375
Ga -1.06790 -0.32216 -0.63805
H 0.01580 3.44114 -0.21795
O -0.82070 1.61624 -0.00255
*
```

Values from the calculation:
Energy relative to the best compared isomer or geometry (same formula, charge and spin): 0.0 kcal/mol
LUMO level (spin up / spin down): 0.1681 / 0.1681 Eh


[3]
Formula: C23H23Br2MoN2O9PSTe
Source: the OMol25 dataset
Level of theory: ωB97M-V/def2-TZVPD

The geometry in ORCA input format:
```
! wB97M-V def2-TZVPD RIJCOSX def2/J DEFGRID3
* xyz 2 1
O -1.15339 2.11378 2.57674
C -4.19209 -1.35710 -1.19440
C -1.92385 8.50095 0.95703
H 5.12523 3.09631 1.25573
C -0.58194 6.39863 1.30713
C -2.03162 -0.85932 2.27219
H 3.96018 0.10456 5.58307
H 4.59460 1.60391 4.88750
Br -6.55596 -1.88619 2.72297
O -0.74101 -0.57535 1.94686
C -2.89840 6.19986 0.69623
O -2.75812 1.92919 0.77141
C 0.33313 -2.24863 -0.06589
Te 0.66705 2.19189 3.48403
C -1.80023 7.00900 0.99601
O 0.20832 0.13782 -1.42910
C 3.71753 0.24486 3.46578
C -3.96589 -1.28175 3.62433
H -5.92513 -1.78181 -0.01444
H -3.65460 4.19437 0.50331
N -0.25211 1.93189 0.32473
O 3.53240 1.27852 2.44597
C -4.74246 -1.46878 2.51262
H -4.68372 -1.50123 -2.14537
H 3.25640 2.95325 -1.17243
H 5.62633 3.33430 -0.42627
C 3.64979 2.58645 -0.22867
H -3.84440 6.66207 0.44501
H 0.28016 7.01312 1.53186
C 4.79504 3.42650 0.27278
C -1.57813 4.24627 1.04929
H -2.29424 -0.84586 -2.09872
S -1.49679 2.50700 1.11568
C 0.64307 1.37635 -1.83953
N -2.16764 -0.82349 -0.05024
H 0.49835 3.36786 -1.07139
C -0.09209 2.45437 -1.04761
H -1.05507 2.63571 -1.53799
H 4.66006 -0.23470 3.21461
H 2.85133 1.38598 5.09754
H 0.50631 4.57302 1.52950
O 1.50569 1.55103 -2.62564
H -1.08163 8.98349 1.44733
H 2.91610 -0.49120 3.38659
O 1.77145 0.19201 1.01726
C -2.80088 4.82262 0.71793
Mo -0.10862 -0.30910 0.28998
O 0.58444 -3.32884 -0.24531
H 3.91987 1.53714 -0.34833
C 3.78581 0.87704 4.83527
C -2.59746 -0.96595 3.51209
Br -1.56855 -0.71803 5.06051
C -2.83366 -1.02186 1.12395
C -4.19224 -1.34599 1.20376
H 4.51017 4.47644 0.32493
P 2.18210 1.50378 1.68255
H -4.39900 -1.37858 4.60983
H -1.95832 8.84573 -0.07857
H -2.84802 8.82750 1.43259
C -2.84146 -1.00279 -1.17737
O 2.49957 2.67809 0.71677
C -0.45564 5.02365 1.32738
C -4.87551 -1.52133 -0.01516
*
```

Values from the calculation:
Energy relative to the best compared isomer or geometry (same formula, charge and spin): 0.0 kcal/mol
LUMO level: -0.2815 Eh


[4]
Formula: C4H10N3
Source: the OMol25 dataset
Level of theory: ωB97M-V/def2-TZVPD

The geometry in ORCA input format:
```
! wB97M-V def2-TZVPD RIJCOSX def2/J DEFGRID3
* xyz 1 1
C 0.75030 -1.83515 -0.28813
H -0.83063 0.10832 -1.31442
H -1.94284 1.64905 0.07638
C -0.32233 0.45111 -0.33548
H -1.04663 1.21762 1.60129
C 1.81641 1.13378 -0.00133
N 0.69096 1.61193 -0.49631
N 1.85602 0.00897 0.57355
H 1.19657 -2.56264 0.36354
H -0.09458 -2.27454 -0.74771
C -1.49457 0.86362 0.54828
H 0.32051 -0.95552 1.38398
H 2.76300 1.68249 -0.02142
H -2.17302 -0.02771 0.64975
H 1.47968 -1.71018 -1.05104
N 0.57387 -0.60749 0.42526
H 0.28726 2.54091 -0.60893
*
```

Values from the calculation:
Structure (SMILES): C[C@H]1NC=N[N@@H+]1C
Energy relative to the best compared isomer or geometry (same formula, charge and spin): 64.7 kcal/mol
LUMO level: -0.1074 Eh